The following is a quantum chemistry calculation of a structure of composition C25H29B11Br6HgN2S2, from the OMol25 dataset.

Geometry as XYZ:
```
76
Properties=species:S:1:pos:R:3:forces:R:3
Hg -0.0666 -1.0851 0.5364 -0.065 0.033 0.883
C 0.4401 1.4273 -2.3759 0.008 -0.063 0.118
N 0.7195 0.0053 -2.1734 0.016 -0.007 -0.247
C 2.1752 -0.2340 -2.1948 -0.039 0.018 0.081
C 2.9093 0.3241 -0.9833 -0.020 -0.067 -0.033
N 2.6396 -0.4098 0.2439 -0.002 0.080 0.084
C 3.3502 -1.6901 0.2772 0.043 -0.042 -0.009
C 2.9294 0.3211 1.4535 0.008 -0.069 -0.141
C 3.8871 1.3317 1.4600 -0.041 0.064 -0.006
C 4.1727 2.0417 2.6141 -0.030 -0.030 0.033
C 3.4979 1.7270 3.7854 0.058 0.055 -0.013
C 2.5603 0.7125 3.7901 -0.064 -0.070 -0.005
C 2.2580 -0.0204 2.6380 0.057 0.076 0.034
S 1.0530 -1.2912 2.7452 0.099 0.049 -0.240
C -0.0330 -0.8656 -2.9762 0.040 0.027 0.108
C -0.8109 -0.3864 -4.0337 -0.069 0.024 0.012
C -1.5596 -1.2393 -4.8224 -0.002 0.019 -0.002
C -1.5564 -2.6165 -4.5995 0.003 -0.022 0.015
C -0.8038 -3.1164 -3.5685 -0.011 0.015 -0.021
C -0.0537 -2.2721 -2.7158 0.034 -0.042 -0.064
S 0.6934 -2.9852 -1.3661 -0.155 -0.208 -0.120
H -0.6295 1.6071 -2.3525 -0.103 0.018 0.066
H 0.8761 1.9963 -1.5615 -0.011 0.024 0.033
H 0.8618 1.7886 -3.3245 -0.039 -0.001 -0.003
H 2.5900 0.2523 -3.0898 0.000 0.010 -0.005
H 2.3588 -1.3007 -2.2924 0.009 0.048 0.002
H 2.6320 1.3649 -0.8223 0.005 -0.001 -0.012
H 3.9821 0.3094 -1.2328 0.003 0.011 0.027
H 4.4361 -1.5261 0.2388 -0.004 0.010 0.019
H 3.0581 -2.3181 -0.5635 0.035 0.043 0.020
H 3.0931 -2.2115 1.1975 0.005 -0.014 -0.020
H 4.4136 1.5801 0.5473 0.006 -0.004 0.019
H 4.9100 2.8338 2.5946 -0.009 0.005 0.000
H 3.6904 2.2838 4.6939 -0.005 -0.001 -0.003
H 2.0107 0.4822 4.6939 0.010 0.005 0.001
H -0.8330 0.6704 -4.2497 -0.011 -0.021 -0.007
H -2.1471 -0.8233 -5.6311 0.002 -0.004 0.001
H -2.1472 -3.2772 -5.2191 0.001 0.005 -0.002
H -0.7961 -4.1755 -3.3490 0.012 0.003 0.004
Br 0.1083 2.2680 1.2830 -0.027 -0.053 -0.091
B -1.3401 3.5663 1.0674 0.003 0.051 -0.125
B -0.9450 5.3039 0.8666 0.176 0.131 0.003
C -2.3394 5.8916 0.0180 -0.204 -0.766 0.600
B -1.7185 4.3637 -0.5058 0.100 -0.058 -0.152
B -3.5236 4.7358 -0.5185 -0.086 0.064 -0.216
B -3.8714 5.9125 0.8610 -0.108 0.266 -0.068
B -2.2651 6.2740 1.7071 -0.011 0.231 0.092
B -1.6684 4.7362 2.4144 -0.071 -0.008 -0.149
Br -0.6210 4.7132 4.0483 0.004 -0.027 0.083
B -3.4495 5.1040 2.4070 0.042 0.012 -0.142
Br -4.4089 5.5156 4.0442 -0.045 -0.031 0.055
B -4.2199 4.1589 1.0380 0.130 0.117 0.005
Br -6.0488 3.5125 1.1433 -0.038 -0.065 0.014
B -2.9051 3.2130 0.2065 0.040 0.173 -0.026
Br -3.2495 1.5008 -0.6424 0.073 0.015 -0.033
B -2.8777 3.4357 2.0032 0.147 0.177 -0.093
Br -3.1646 1.9363 3.1853 -0.042 -0.100 0.069
H 0.1343 5.7647 0.7294 0.004 0.002 0.009
H -2.5415 5.0517 0.7077 0.069 0.030 -0.039
H -1.1391 4.2250 -1.5288 0.007 -0.026 0.003
H -4.0971 4.8405 -1.5464 -0.008 -0.018 0.003
H -4.6612 6.7788 0.7160 -0.014 -0.012 -0.011
H -2.0438 7.3622 2.1094 0.000 -0.002 0.015
C -2.0943 -1.5090 0.3614 0.119 -0.099 -0.488
C -3.2357 -1.9040 0.4374 0.058 0.003 0.133
C -4.6047 -2.2932 0.6091 -0.068 0.040 -0.064
C -4.9361 -3.5407 1.1417 0.024 -0.008 -0.025
C -6.2632 -3.8999 1.3124 -0.016 -0.004 0.002
C -7.2778 -3.0206 0.9581 0.004 0.000 0.006
C -6.9559 -1.7758 0.4337 -0.003 -0.011 0.000
C -5.6308 -1.4121 0.2584 -0.002 0.033 -0.002
H -4.1398 -4.2174 1.4231 -0.006 -0.006 -0.002
H -6.5070 -4.8697 1.7286 0.001 0.002 0.003
H -8.3144 -3.3007 1.0984 0.001 -0.003 -0.003
H -7.7407 -1.0796 0.1656 0.005 0.004 0.004
H -5.3717 -0.4365 -0.1333 -0.035 -0.026 0.022
```
Positions in Å, forces in eV/Å.

The expectation value of S² is 0.77. For the HOMO-LUMO gap (spin up / spin down), the calculation gives 0.2742 / 0.1717 Eh. Its spin multiplicity is 2. As for the LUMO energy (spin up / spin down): 2.1 / -0.7 eV. Its charge is -1. Its energy relative to the best compared isomer or geometry (same formula, charge and spin) is 0.0 kJ/mol.


The following is a quantum chemistry calculation of a structure of composition C25H29BI2N4OSSiTc in a non-equilibrium geometry, from the OMol25 dataset.

Geometry as XYZ:
```
65
Properties=species:S:1:pos:R:3:forces:R:3
Tc -0.1973 -0.3817 1.1920 1.590 -0.925 1.888
I 0.3971 -0.5814 6.3738 0.079 0.036 -0.007
C -1.2234 -1.1573 5.2182 -0.176 -0.099 0.199
C -2.3614 -1.7063 5.8434 -0.062 -0.021 -0.040
C -3.4525 -2.1108 5.1222 0.167 0.076 -0.117
I -5.0811 -2.9228 6.1317 -0.064 -0.029 0.036
C -3.4585 -1.9702 3.7058 -0.064 -0.023 0.174
C -4.5092 -2.3467 2.8401 -0.003 -0.009 -0.020
C -4.3866 -2.1513 1.4940 0.088 0.040 0.046
C -3.2145 -1.5639 0.9852 -0.141 -0.104 -0.032
N -2.2243 -1.2018 1.7631 0.126 0.125 -0.385
C -2.3196 -1.4083 3.1054 0.024 0.063 0.087
C -1.1710 -1.0137 3.8524 -0.190 -0.056 -0.008
O -0.1361 -0.5464 3.2070 0.064 -0.028 -0.080
H -2.3560 -1.8108 6.9195 -0.020 -0.006 0.005
H -5.4018 -2.7940 3.2551 -0.023 -0.010 0.002
H -5.1725 -2.4399 0.8129 -0.027 -0.009 -0.030
H -3.0793 -1.3860 -0.0739 0.001 0.011 -0.029
C 0.5865 3.4435 -0.9675 0.177 -0.090 -0.022
Si 2.3501 2.8453 -0.7610 -0.108 0.069 -0.180
C 3.1673 2.6331 -2.4399 -0.080 -0.077 0.147
C 3.2679 4.1706 0.2010 -0.044 -0.167 -0.010
C 2.5796 1.2282 0.1934 0.343 0.122 0.209
C 3.9251 0.8933 0.4199 -0.043 -0.129 0.129
C 4.3042 -0.1883 1.2076 -0.064 0.159 -0.130
C 3.3142 -0.9412 1.8092 0.011 -0.346 0.364
N 2.0488 -0.6353 1.5766 -1.327 0.538 -0.506
C 1.6856 0.3529 0.8113 -0.136 0.531 -1.160
S -1.1326 0.2672 -0.8338 -0.111 0.215 -0.419
H 0.5982 4.2559 -1.6958 -0.001 0.072 -0.037
H 0.2054 3.8643 -0.0373 -0.059 0.023 0.116
H -0.1078 2.6853 -1.3222 -0.037 -0.063 -0.010
H 2.9767 3.4996 -3.0724 -0.011 0.078 -0.043
H 2.8106 1.7457 -2.9638 -0.036 -0.020 -0.016
H 4.2475 2.5327 -2.3365 0.085 -0.007 0.013
H 3.2653 5.1116 -0.3460 -0.017 0.106 -0.080
H 4.3052 3.9014 0.3919 0.097 -0.026 0.001
H 2.7925 4.3456 1.1659 -0.041 0.015 0.082
H 4.7083 1.4914 -0.0321 0.036 0.035 -0.018
H 5.3437 -0.4410 1.3508 0.029 -0.020 0.018
H 3.5216 -1.7845 2.4534 0.011 -0.021 0.017
N -0.7961 1.6247 1.8595 0.124 0.128 0.064
H -0.0213 2.0242 2.3814 -0.067 0.033 0.012
H -1.5989 1.5938 2.4814 0.011 0.003 -0.031
H -1.0079 2.2305 1.0724 -0.006 0.007 -0.005
B 0.6759 -4.5637 -0.8928 -0.063 0.172 0.049
C 0.3605 -3.2129 -0.1465 -0.015 0.151 0.100
N 0.1451 -2.2010 0.3748 0.008 -0.399 -0.239
H 1.0912 -4.2359 -1.9818 0.017 0.006 -0.071
H 1.5190 -5.1319 -0.2436 0.053 -0.056 0.047
H -0.3606 -5.1779 -0.9620 -0.053 -0.065 -0.010
C 0.0935 -0.1792 -2.1198 0.066 -0.009 0.017
C -0.5140 0.0030 -3.4769 0.062 0.042 -0.052
C -1.4777 -0.8863 -3.9407 0.027 -0.039 0.009
C -2.0392 -0.7198 -5.1934 -0.026 0.015 -0.046
C -1.6482 0.3421 -5.9988 -0.020 -0.015 -0.038
C -0.6889 1.2319 -5.5455 0.000 0.004 0.010
C -0.1254 1.0612 -4.2893 -0.007 0.057 0.077
H 0.9610 0.4702 -1.9982 -0.008 -0.030 -0.001
H 0.4165 -1.2083 -1.9617 -0.084 0.016 0.034
H -1.7779 -1.7174 -3.3149 -0.001 -0.034 0.028
H -2.7806 -1.4228 -5.5467 -0.037 -0.029 -0.023
H -2.0879 0.4707 -6.9786 -0.013 0.000 -0.025
H -0.3764 2.0593 -6.1673 0.011 0.038 -0.038
H 0.6223 1.7618 -3.9314 -0.021 -0.026 -0.019
```
Positions in Å, forces in eV/Å.

The expectation value of S² is 0.80. For the HOMO-LUMO gap (spin up / spin down), the calculation gives 0.2503 / 0.2485 Eh. Its spin multiplicity is 2. As for the LUMO energy (spin up / spin down): -1.1 / -1.2 eV. Its energy relative to the best compared isomer or geometry (same formula, charge and spin) is 0.0 kJ/mol.


The following is a quantum chemistry calculation of a structure of composition C25H29BN8NaO3 in a non-equilibrium geometry, from the OMol25 dataset.

Geometry as XYZ:
```
67
Properties=species:S:1:pos:R:3:forces:R:3
Na 0.4510 -0.5263 -0.7685 -0.902 0.385 -0.835
C -0.3994 -0.4585 -4.6567 -0.051 0.023 -0.024
C -1.2498 0.3691 -3.7404 0.134 -0.042 -0.103
C -2.2802 1.2687 -4.0707 0.020 -0.038 -0.011
C -2.7075 1.7569 -2.8595 0.053 0.031 0.100
N -1.9721 1.1751 -1.8872 0.190 -0.122 0.198
N -1.0648 0.3238 -2.4317 -0.216 0.091 -0.106
B -2.0615 1.4522 -0.3644 0.005 0.025 0.021
N -2.2467 0.1143 0.4486 0.172 0.065 -0.315
C -2.8194 0.0014 1.6604 -0.021 0.001 0.029
C -2.6080 -1.2797 2.1231 -0.027 0.046 -0.003
C -1.8644 -1.8945 1.1032 0.071 -0.129 -0.094
C -1.3021 -3.2818 1.0551 -0.027 -0.006 0.026
N -1.6463 -1.0527 0.1004 -0.354 0.065 0.359
N -0.7732 2.1652 0.1470 -0.024 -0.353 -0.236
C -0.5853 2.9949 1.1878 -0.051 0.086 -0.040
C 0.7720 3.1515 1.3757 -0.041 -0.036 0.038
C 1.3542 2.3359 0.3928 0.148 -0.045 -0.124
C 2.8048 2.0729 0.1235 -0.008 0.040 0.037
N 0.4234 1.7375 -0.3390 -0.040 0.538 0.334
N -3.3222 2.2899 -0.1097 0.096 0.041 0.175
C -4.5795 1.8183 -0.2551 -0.019 0.008 0.047
C -5.4512 2.8472 0.0013 -0.015 0.015 -0.062
C -4.6171 3.9454 0.2954 -0.013 0.188 0.055
C -5.0200 5.3435 0.6553 -0.024 -0.032 -0.013
N -3.3390 3.6083 0.2267 -0.069 -0.294 -0.147
H -0.7199 -0.3421 -5.6917 -0.016 0.015 0.018
H -0.4630 -1.5185 -4.4048 -0.003 0.018 0.024
H 0.6498 -0.1622 -4.5989 -0.015 0.007 0.025
H -2.6528 1.5232 -5.0489 0.009 -0.016 0.018
H -3.4709 2.4786 -2.6220 0.004 -0.008 -0.007
H -3.3519 0.8309 2.0981 0.016 -0.025 0.005
H -2.9577 -1.7104 3.0470 0.012 0.005 -0.022
H -1.9574 -3.9938 1.5575 -0.009 0.022 0.013
H -0.3247 -3.3348 1.5461 -0.024 0.028 -0.004
H -1.1779 -3.6095 0.0231 0.010 0.044 -0.009
H -1.4270 3.4505 1.6795 0.025 0.005 -0.006
H 1.2646 3.7865 2.0940 -0.008 -0.025 -0.012
H 3.4137 2.9485 0.3499 -0.021 0.004 0.015
H 2.9630 1.8149 -0.9237 -0.047 -0.021 0.004
H 3.1870 1.2456 0.7323 -0.025 0.022 0.003
H -4.7547 0.7917 -0.5354 -0.001 0.016 0.022
H -6.5281 2.8197 -0.0282 0.028 0.012 0.007
H -6.0953 5.4770 0.5371 0.013 -0.022 -0.009
H -4.5151 6.0703 0.0190 0.018 -0.017 0.003
H -4.7667 5.5777 1.6904 0.017 -0.024 -0.001
C 5.9443 -4.9140 -1.4558 -0.028 0.023 0.094
O 5.8183 -4.5913 -0.0731 0.074 -0.062 -0.139
C 4.8548 -3.7204 0.2669 -0.003 0.031 0.220
C 4.8033 -3.4328 1.6618 -0.076 0.070 0.026
C 3.8613 -2.5477 2.1830 0.233 -0.187 0.003
C 2.9394 -1.9218 1.3817 -0.203 0.149 -0.049
C 1.9021 -1.0091 1.9907 0.299 -0.267 -0.384
C 2.0414 -0.5967 3.4303 0.022 -0.001 0.055
O 0.9683 -0.6285 1.3250 0.054 0.005 0.669
C 2.9778 -2.1944 -0.0757 0.003 0.051 0.172
O 2.2011 -1.6455 -0.8635 0.786 -0.533 -0.122
C 3.9742 -3.1251 -0.5822 -0.117 0.124 0.162
H 6.7761 -5.6062 -1.5266 0.012 -0.012 0.001
H 6.1567 -4.0188 -2.0422 0.006 0.009 -0.015
H 5.0342 -5.3905 -1.8234 -0.011 -0.006 -0.018
H 5.5191 -3.9242 2.3072 -0.004 -0.001 -0.022
H 3.8597 -2.3640 3.2490 0.028 -0.032 -0.014
H 3.0453 -0.2319 3.6523 -0.025 0.008 -0.014
H 1.8376 -1.4458 4.0878 0.000 0.016 -0.014
H 1.3093 0.1836 3.6203 0.000 0.004 0.012
H 3.9651 -3.2969 -1.6475 -0.017 0.019 -0.015
```
Positions in Å, forces in eV/Å.

The expectation value of S² is 0.80. For the HOMO-LUMO gap (spin up / spin down), the calculation gives 0.2910 / 0.1816 Eh. Its spin multiplicity is 2. As for the LUMO energy (spin up / spin down): -0.2 / -3.1 eV. Its energy relative to the best compared isomer or geometry (same formula, charge and spin) is 21.7 kJ/mol.


The following is a quantum chemistry calculation of a structure of composition C25H29BrFeN6O2 in a non-equilibrium geometry, from the OMol25 dataset.

Geometry as XYZ:
```
64
Properties=species:S:1:pos:R:3:forces:R:3
Fe -1.4125 0.3494 -0.7616 1.374 1.341 0.070
C -4.1610 0.4279 -1.2202 0.030 0.057 -0.146
C -3.7593 -0.8482 -0.4453 -0.066 -0.019 0.119
N -2.7449 -0.5561 0.6257 -0.103 -0.046 -0.323
C -2.1283 -1.7289 1.3581 0.021 0.081 0.005
C -0.7406 -2.0822 0.8113 -0.247 0.252 0.172
C -0.0670 -3.2294 0.8130 0.146 -0.236 0.102
C 1.1735 -3.4046 -0.0498 -0.352 0.795 -0.185
C 2.1876 -1.8355 -1.3970 -0.479 0.089 0.302
C 1.2389 -0.5794 -1.5011 0.085 0.093 0.080
C 1.0597 0.4287 -2.6355 0.024 0.059 0.107
N -0.2982 1.0880 -2.4672 -0.428 -0.117 -0.405
C -1.2925 0.9993 -3.5697 0.073 0.018 0.001
C -2.6685 1.5396 -3.1073 -0.073 -0.039 0.094
N -2.9944 1.3052 -1.6400 -0.046 -0.465 0.066
N -0.2005 -1.0916 -0.0542 0.077 -1.050 -0.163
H -4.8150 1.0431 -0.6036 -0.027 -0.020 0.004
H -4.7301 0.1288 -2.1000 -0.031 0.027 0.008
H -3.3234 -1.5862 -1.1169 -0.007 -0.032 0.034
H -4.6670 -1.2863 -0.0257 0.012 -0.018 0.009
H -3.1815 0.0506 1.3144 0.034 -0.004 0.034
H -2.7922 -2.5916 1.2975 0.007 -0.009 0.031
H -2.0709 -1.4363 2.4066 0.035 -0.029 0.004
H -0.4483 -4.0883 1.3531 0.035 -0.033 -0.017
H 1.5064 -4.4338 -0.0207 0.093 -0.044 -0.034
H 3.0698 -1.8711 -2.0226 -0.023 -0.046 -0.093
H 1.0895 -0.0751 -3.6020 0.016 -0.012 0.002
H 1.8236 1.2039 -2.6362 0.029 -0.028 -0.023
H -0.1404 2.0686 -2.2534 0.083 -0.010 0.047
H -1.3662 -0.0426 -3.8610 -0.005 0.007 -0.038
H -0.9823 1.5643 -4.4510 0.002 0.032 0.031
H -3.4479 1.0964 -3.7260 -0.029 0.034 0.015
H -2.7177 2.6177 -3.2500 0.039 -0.004 -0.062
H -3.1486 2.2201 -1.2293 -0.050 -0.001 -0.020
C -1.6540 -2.6519 -2.7625 -0.004 0.117 0.004
O -1.1069 -1.4602 -2.1291 -0.096 -0.098 0.000
C 0.0909 -1.5876 -1.4016 -0.130 -0.119 -0.064
C 0.9708 -2.8196 -1.4938 0.106 0.068 0.087
C 2.3909 -2.3922 0.0611 0.469 -0.097 0.411
Br 4.0401 -3.3637 0.0351 0.586 -0.483 0.070
C 2.5235 -1.4318 1.2080 -0.818 -0.291 -0.772
C 1.9668 -0.2345 1.0498 -0.272 0.637 0.440
C 0.9263 -0.0511 -0.0411 -0.137 0.042 -0.275
O 0.2159 1.1522 -0.0088 -0.384 -0.666 -0.014
C 2.2077 0.8644 1.9946 -0.324 -0.556 -0.491
N 1.4526 1.9466 2.0312 -0.280 0.916 0.323
C 1.9338 2.8225 3.0123 -0.104 -0.284 -0.203
C 1.5059 4.0718 3.4468 0.028 0.034 0.000
C 2.2332 4.6382 4.4719 0.019 -0.033 -0.010
C 3.3445 3.9887 5.0422 0.005 -0.004 -0.001
C 3.7715 2.7519 4.6064 -0.052 0.045 -0.045
C 3.0319 2.1842 3.5742 0.288 -0.162 0.195
N 3.1729 0.9604 2.9050 -0.046 0.253 0.124
H -1.7455 -3.4561 -2.0348 -0.007 -0.031 -0.028
H -1.0171 -2.9430 -3.5944 -0.020 -0.042 -0.002
H -2.6332 -2.3723 -3.1424 0.003 -0.010 -0.013
H 0.8216 -3.4881 -2.3347 0.004 -0.034 0.015
H 2.9980 -1.7589 2.1233 0.384 0.086 -0.132
H 0.6850 2.0555 1.3508 0.527 0.063 0.533
H 0.6575 4.5758 3.0058 -0.009 0.004 0.012
H 1.9478 5.6097 4.8503 -0.006 0.002 0.001
H 3.8772 4.4775 5.8460 0.010 0.002 -0.009
H 4.6304 2.2584 5.0392 -0.004 0.002 0.022
H 3.9102 0.2886 3.0567 0.013 0.018 -0.011
```
Positions in Å, forces in eV/Å.

The expectation value of S² is 8.76. For the HOMO-LUMO gap (spin up / spin down), the calculation gives 0.2932 / 0.2094 Eh. Its spin multiplicity is 6. As for the LUMO energy (spin up / spin down): -8.5 / -10.8 eV. Its charge is +3.